[1]
{
  "formula": "C6H12NO",
  "method": "ωB97M-V with the def2-TZVPD basis set",
  "elements": ["C", "C", "C", "C", "C", "C", "N", "O", "H", "H", "H", "H", "H", "H", "H", "H", "H", "H", "H", "H"],
  "positions_angstrom": [[-1.713, 0.934, -0.262], [-0.791, 1.099, -1.387], [1.825, 0.691, 1.373], [0.880, -0.408, 2.071], [-0.594, -0.100, -0.538], [1.059, -0.402, 0.638], [-0.883, -1.453, -1.101], [1.529, -1.503, -0.045], [-1.399, 1.384, 0.662], [-2.807, 0.877, -0.293], [-1.110, 0.760, -2.393], [-0.081, 1.918, -1.597], [1.383, 1.639, 1.415], [2.930, 0.726, 1.358], [1.356, -1.264, 2.584], [0.211, 0.232, 2.687], [-0.968, -1.660, -2.176], [-1.846, -1.490, -0.581], [-0.283, -2.044, -0.639], [2.044, -1.240, -0.834]],
  "homo_lumo_gap_ev": [5.62, 7.72],
  "e_lumo_ev": [-3.20, -6.63],
  "s_squared": 2.006,
  "relative_energy_kj_mol": 425.16,
  "multiplicity": 3,
  "charge": 1,
  "energy_ev": -9938.029
}



[2]
{
  "formula": "H8N2Si2",
  "method": "ωB97M-V with the def2-TZVPD basis set",
  "elements": ["N", "N", "Si", "Si", "H", "H", "H", "H", "H", "H", "H", "H"],
  "positions_angstrom": [[0.055, -0.269, -0.389], [2.686, 0.583, 0.689], [-4.240, -0.521, -0.129], [1.624, 0.476, -0.626], [-0.545, 0.245, 0.237], [0.196, -1.154, 0.069], [2.442, 0.674, 1.700], [3.614, 0.792, 0.429], [-4.974, -1.107, 1.012], [1.387, 2.016, -0.894], [-2.857, -0.077, 0.555], [2.387, -0.489, -1.538]],
  "homo_lumo_gap_ev": 7.54,
  "e_lumo_ev": -1.13,
  "relative_energy_kj_mol": 322.05,
  "multiplicity": 1,
  "charge": 0,
  "energy_ev": -18863.189
}



Repeat the first record exactly.
{
  "formula": "C6H12NO",
  "method": "ωB97M-V with the def2-TZVPD basis set",
  "elements": ["C", "C", "C", "C", "C", "C", "N", "O", "H", "H", "H", "H", "H", "H", "H", "H", "H", "H", "H", "H"],
  "positions_angstrom": [[-1.713, 0.934, -0.262], [-0.791, 1.099, -1.387], [1.825, 0.691, 1.373], [0.880, -0.408, 2.071], [-0.594, -0.100, -0.538], [1.059, -0.402, 0.638], [-0.883, -1.453, -1.101], [1.529, -1.503, -0.045], [-1.399, 1.384, 0.662], [-2.807, 0.877, -0.293], [-1.110, 0.760, -2.393], [-0.081, 1.918, -1.597], [1.383, 1.639, 1.415], [2.930, 0.726, 1.358], [1.356, -1.264, 2.584], [0.211, 0.232, 2.687], [-0.968, -1.660, -2.176], [-1.846, -1.490, -0.581], [-0.283, -2.044, -0.639], [2.044, -1.240, -0.834]],
  "homo_lumo_gap_ev": [5.62, 7.72],
  "e_lumo_ev": [-3.20, -6.63],
  "s_squared": 2.006,
  "relative_energy_kj_mol": 425.16,
  "multiplicity": 3,
  "charge": 1,
  "energy_ev": -9938.029
}